Molecular formula: C38H49BN10O3RuS6
Method: DFT, wB97M-V/def2-TZVPD

```
108
C38H49BN10O3RuS6 | the Open Molecules 2025 dataset | wB97M-V/def2-TZVPD
Ru 1.823 -0.850 0.856
C -2.314 -0.961 4.259
C -2.296 -0.457 2.855
C -3.416 -0.098 2.174
C -3.336 0.344 0.825
N -2.181 0.512 0.248
N -1.077 0.187 0.927
B 0.267 0.608 0.257
N 0.479 2.085 0.662
N -0.513 2.921 0.359
C -0.349 4.190 0.603
C 0.869 4.674 1.151
C 1.877 3.817 1.477
C 3.183 4.246 2.052
C 1.626 2.437 1.225
S 2.695 1.187 1.638
C -1.550 5.072 0.278
C -2.718 4.617 1.165
C -1.255 6.549 0.533
C -1.928 4.879 -1.195
N 0.179 0.540 -1.274
N 0.430 1.609 -2.013
C 0.306 1.485 -3.310
C -0.142 0.270 -3.885
C -0.330 -0.846 -3.118
C -0.743 -2.172 -3.665
C -0.073 -0.676 -1.739
S 0.047 -1.925 -0.555
C 0.685 2.668 -4.175
C 1.721 2.204 -5.211
C 1.299 3.783 -3.330
C -0.573 3.179 -4.888
C -1.056 -0.359 2.149
S 0.409 -0.976 2.776
C -4.585 0.578 -0.005
C -5.547 1.510 0.740
C -5.249 -0.791 -0.221
C -4.231 1.189 -1.360
H -3.321 -0.922 4.669
H -1.646 -0.370 4.887
H -1.954 -1.990 4.297
H -4.381 -0.163 2.657
H 0.998 5.733 1.319
H 3.145 5.288 2.363
H 3.974 4.129 1.308
H 3.453 3.626 2.907
H -2.513 4.813 2.219
H -2.895 3.548 1.039
H -3.625 5.157 0.890
H -1.028 6.747 1.582
H -2.132 7.140 0.271
H -0.425 6.907 -0.078
H -2.022 3.820 -1.437
H -1.174 5.315 -1.852
H -2.878 5.375 -1.400
H -0.296 0.217 -4.954
H -0.597 -2.209 -4.742
H -1.799 -2.354 -3.455
H -0.177 -2.977 -3.197
H 2.575 1.731 -4.725
H 2.081 3.067 -5.771
H 1.295 1.503 -5.930
H 2.180 3.426 -2.794
H 0.588 4.163 -2.597
H 1.597 4.602 -3.984
H -1.073 2.390 -5.452
H -0.301 3.966 -5.593
H -1.288 3.593 -4.174
H -5.913 1.070 1.668
H -6.416 1.714 0.114
H -5.071 2.463 0.978
H -5.588 -1.226 0.720
H -4.554 -1.490 -0.688
H -6.117 -0.684 -0.872
H -3.777 2.173 -1.244
H -5.140 1.295 -1.953
H -3.529 0.563 -1.910
S 4.508 0.953 -2.530
C 3.498 0.096 -1.613
N 2.758 -0.525 -0.943
S 4.244 -1.223 1.473
C 4.077 -2.601 2.425
N 5.193 -3.311 2.777
C 5.140 -4.477 3.456
C 3.935 -4.951 3.869
C 2.816 -4.155 3.550
N 2.880 -3.051 2.847
H 6.088 -2.945 2.477
H 6.084 -4.969 3.641
H 3.845 -5.880 4.408
H 1.826 -4.443 3.888
N 2.715 -3.629 -0.270
C 2.255 -4.843 0.228
C 3.050 -5.990 0.130
C 2.655 -7.177 0.715
C 1.459 -7.230 1.415
C 0.638 -6.114 1.485
C 1.038 -4.923 0.913
S 1.013 -8.694 2.253
O 0.077 -8.338 3.298
O 2.224 -9.325 2.725
O 0.330 -9.633 1.341
H 3.551 -3.705 -0.834
H 2.020 -3.084 -0.769
H 3.990 -5.941 -0.406
H 3.275 -8.059 0.633
H -0.296 -6.170 2.027
H 0.427 -4.040 1.038
```

net charge = +1
multiplicity = 2
calculated total energy = -4759.4444 Ha

Molecular formula: C2H3IN3S
Method: DFT, wB97M-V/def2-TZVPD

```
10
C2H3IN3S | the Open Molecules 2025 dataset | wB97M-V/def2-TZVPD
C -0.882 0.674 0.115
C 1.473 0.330 0.253
N -0.753 1.924 -0.021
N 0.279 -0.175 0.227
N -0.125 -1.522 0.042
S -1.270 3.305 -0.343
I 3.198 -0.644 0.185
H -1.688 -0.009 0.000
H 0.707 -2.047 0.007
H -0.939 -1.837 -0.464
```

net charge = +1
calculated total energy = -937.6847 Ha
energy above the lowest of the compared OMol25 structures with the same formula, charge and spin = 447.4 kJ/mol

Molecular formula: C20H15Cl2IrN7O3S
Method: DFT, wB97M-V/def2-TZVPD

```
49
C20H15Cl2IrN7O3S | the Open Molecules 2025 dataset | wB97M-V/def2-TZVPD
Ir 0.028 0.508 0.065
Cl -6.015 -1.584 3.161
C -4.536 -1.664 2.347
C -3.838 -0.523 2.133
C -2.594 -0.553 1.432
N -1.858 0.480 1.118
C -2.333 1.814 1.378
O -3.494 2.100 1.420
C -1.264 2.851 1.568
C -1.615 4.088 2.077
C -0.612 5.031 2.262
C 0.690 4.705 1.923
C 0.951 3.447 1.397
N -0.007 2.540 1.231
C -2.068 -1.906 1.022
C -2.883 -3.083 1.253
C -4.059 -2.983 1.883
Cl -5.009 -4.358 2.183
N -0.917 -1.911 0.477
C -0.221 -3.093 0.125
O 0.054 -3.914 0.963
C 0.199 -3.162 -1.304
C 0.560 -4.387 -1.842
C 0.916 -4.427 -3.182
C 0.908 -3.248 -3.907
C 0.545 -2.067 -3.268
N 0.184 -2.015 -1.991
H -4.258 0.411 2.465
H -2.648 4.293 2.315
H -0.849 6.009 2.660
H 1.497 5.412 2.048
H 1.947 3.164 1.078
H -2.505 -4.048 0.946
H 0.553 -5.273 -1.222
H 1.192 -5.362 -3.650
H 1.174 -3.234 -4.954
H 0.542 -1.128 -3.810
N 1.221 -0.319 1.701
N 2.582 -0.498 1.371
C 3.092 -0.003 0.229
N 4.393 -0.150 0.024
S 2.129 0.800 -0.917
H 1.149 0.289 2.516
H 0.836 -1.231 1.947
H 3.157 -0.987 2.042
H 5.017 -0.555 0.705
H 4.795 0.163 -0.845
O -1.389 1.535 -2.378
C -0.856 1.146 -1.462
```

net charge = +2
multiplicity = 2
calculated total energy = -2802.5758 Ha
energy above the lowest of the compared OMol25 structures with the same formula, charge and spin = 68.6 kJ/mol